No. 1
C36H52BrN3OP2Re | ωB97M-V/def2-TZVPD

```
96
C36H52BrN3OP2Re (ωB97M-V/def2-TZVPD)
N -5.23 2.45 -4.85
C -5.22 2.96 -3.62
C -4.04 3.01 -2.85
C -2.85 2.50 -3.42
C -2.87 2.05 -4.74
C -4.11 2.01 -5.41
C -1.61 2.39 -2.54
Re -0.89 0.62 -2.51
P 3.18 -0.20 -1.95
C -0.27 2.28 -3.11
C 0.64 1.79 -1.97
C 1.12 0.47 -2.28
C 1.64 -0.43 -1.16
C 1.82 0.08 0.35
C 0.94 1.17 0.44
C 0.18 1.80 -0.63
Br 2.05 -1.16 1.56
H -1.73 3.12 -1.71
H 0.05 2.78 -4.01
H -4.07 3.41 -1.84
H -1.97 1.66 -5.23
H -6.16 3.33 -3.21
H -4.17 1.62 -6.42
H 1.41 0.29 -3.33
H -0.41 2.64 -0.29
H 1.31 -1.47 -1.26
H 0.69 1.54 1.45
P -1.58 -1.67 -2.06
C 3.95 1.45 -1.89
C 5.46 1.57 -2.11
H 3.67 1.87 -0.91
H 3.43 2.04 -2.66
H 5.73 2.63 -2.01
H 6.06 1.02 -1.38
H 5.76 1.26 -3.12
C 3.46 -0.91 -3.61
C 4.85 -1.48 -3.96
H 3.23 -0.10 -4.31
H 2.71 -1.70 -3.74
H 4.87 -1.70 -5.03
H 5.67 -0.78 -3.77
H 5.06 -2.42 -3.44
C 4.32 -1.19 -0.89
C 5.03 -0.54 0.31
H 5.08 -1.63 -1.54
H 3.74 -2.05 -0.52
H 4.93 -1.17 1.21
H 6.11 -0.45 0.14
H 4.64 0.45 0.56
C -1.27 -2.41 -0.43
C -1.91 -3.78 -0.24
H -1.60 -1.69 0.34
H -0.17 -2.48 -0.31
H -3.00 -3.74 -0.35
H -1.51 -4.51 -0.94
H -1.69 -4.14 0.78
C -0.93 -2.74 -3.37
C -1.16 -2.18 -4.77
H -1.40 -3.73 -3.23
H 0.14 -2.85 -3.15
H -2.18 -2.36 -5.11
H -0.96 -1.10 -4.81
H -0.47 -2.67 -5.47
C -3.38 -1.50 -2.20
C -3.79 -0.21 -1.52
H -3.84 -2.39 -1.74
H -3.64 -1.51 -3.27
H -4.57 0.30 -2.10
H -4.18 -0.39 -0.51
H -2.95 0.51 -1.40
C -1.47 0.63 6.66
N -2.01 0.55 5.32
N -1.23 0.26 4.27
C -1.98 0.27 3.08
O -1.51 0.00 1.98
C -3.31 0.63 3.54
C -3.27 0.79 4.90
C -4.34 1.17 5.86
C 0.17 0.04 4.42
C 0.61 -1.17 4.95
C 1.98 -1.36 5.14
C 2.88 -0.34 4.81
C 2.41 0.87 4.29
C 1.05 1.07 4.10
H -2.30 0.84 7.34
H -0.73 1.43 6.75
H -1.01 -0.32 6.95
H -4.15 0.74 2.89
H -4.54 0.37 6.59
H -4.10 2.09 6.41
H -5.27 1.34 5.29
H -0.12 -1.94 5.20
H 2.34 -2.31 5.55
H 3.95 -0.49 4.95
H 3.11 1.67 4.03
H 0.64 2.01 3.71
```

Computed properties:
Molar mass   870.89 g/mol
HOMO energy (spin up / spin down)   -18.54 / -18.53 eV
Kohn-Sham gap (spin up / spin down)   5.60 / 4.85 eV
2S+1   4
Lowest unoccupied orbital energy (spin up / spin down)   -12.94 / -13.68 eV
Net charge   +4
F_max   9.0 eV/Å

=====

No. 2
C9H22ClO2 | ωB97M-V/def2-TZVPD

```
34
C9H22ClO2 (ωB97M-V/def2-TZVPD)
Cl -1.62 1.03 -1.88
C -4.19 2.21 -0.63
C -3.95 1.89 0.82
C -2.80 2.63 1.44
C -2.49 2.36 2.69
C -1.34 3.25 3.31
H -4.13 3.22 -0.55
H -5.06 1.80 -0.87
H -3.22 1.75 -0.95
H -3.89 0.84 0.87
H -4.95 2.34 1.16
H -2.92 3.78 1.45
H -1.90 2.55 0.86
H -1.97 1.43 2.79
H -3.29 2.16 3.21
H -0.29 3.29 2.91
H -1.15 3.08 4.40
H -1.78 4.32 2.98
C 5.30 -4.43 -1.10
O 4.12 -3.87 -1.67
C 4.00 -2.53 -1.34
C 2.83 -1.97 -2.01
O 1.73 -2.55 -1.23
C 0.51 -1.83 -1.65
H 6.38 -3.93 -1.22
H 5.41 -5.56 -1.53
H 5.33 -4.66 -0.13
H 4.84 -1.96 -1.64
H 3.86 -2.50 -0.27
H 2.92 -2.22 -3.04
H 2.97 -1.00 -2.00
H 0.56 -0.84 -1.44
H -0.23 -2.37 -0.99
H 0.43 -1.68 -2.75
```

Computed properties:
Molar mass   197.73 g/mol
HOMO energy   -3.80 eV
Kohn-Sham gap   6.59 eV
2S+1   1
Lowest unoccupied orbital energy   2.80 eV
Net charge   -1
F_max   10.0 eV/Å

=====

No. 3
C4H6N2O | ωB97M-V/def2-TZVPD

```
13
C4H6N2O (ωB97M-V/def2-TZVPD)
N -2.17 0.75 -0.24
C -0.86 0.19 -0.10
C -0.49 -1.13 -0.13
N 0.88 -1.19 0.05
C 1.36 0.08 0.19
O 2.70 0.22 0.37
C 0.32 0.97 0.10
H -2.54 0.58 -1.17
H -2.82 0.35 0.43
H -1.08 -2.03 -0.27
H 1.46 -2.01 0.06
H 2.87 1.16 0.54
H 0.37 2.05 0.16
```

Computed properties:
SMILES   Nc1c[nH]c(O)c1
Molar mass   98.10 g/mol
HOMO energy   -7.68 eV
Kohn-Sham gap   8.53 eV
2S+1   1
Lowest unoccupied orbital energy   0.85 eV
Net charge   0
F_max   0.3 eV/Å

=====

No. 4
C7H14NOPS | ωB97M-V/def2-TZVPD

```
25
C7H14NOPS (ωB97M-V/def2-TZVPD)
C -1.60 1.76 -0.07
C -1.24 -0.51 -1.09
C -0.04 1.81 -0.52
C 0.26 -0.54 -1.21
C -0.41 -0.09 1.02
C -1.60 0.28 0.23
C 0.62 0.46 0.07
N 2.93 0.63 1.84
O 2.40 -2.65 0.53
P 2.44 0.39 0.34
S 3.69 0.34 -1.16
H -1.85 2.37 0.83
H -2.28 2.10 -0.83
H -1.59 0.26 -1.78
H -1.73 -1.42 -1.23
H 0.08 1.88 -1.62
H 0.45 2.64 0.01
H 0.80 -1.46 -0.94
H 0.62 -0.16 -2.19
H -0.29 0.43 2.03
H -0.38 -1.15 1.19
H -2.50 0.01 0.87
H 2.14 0.69 2.46
H 2.92 -3.41 0.28
H 3.02 -1.95 0.91
```

Computed properties:
Molar mass   191.24 g/mol
HOMO energy   -9.24 eV
Kohn-Sham gap   9.09 eV
2S+1   1
Lowest unoccupied orbital energy   -0.16 eV
Net charge   0
F_max   4.3 eV/Å

=====

No. 5
C10H16 | ωB97M-V/def2-TZVPD

```
26
C10H16 (ωB97M-V/def2-TZVPD)
C -2.63 0.07 0.94
C -1.30 0.75 0.99
C -1.02 1.99 0.41
C 0.27 2.35 0.11
C 1.32 1.64 0.68
C 1.11 0.53 1.51
C -0.22 0.19 1.69
H -2.93 -0.37 0.00
H -3.39 0.86 1.03
H -2.87 -0.48 1.85
H -1.83 2.68 0.19
H 0.63 3.26 -0.36
H 2.35 1.97 0.59
H 1.86 -0.12 1.93
H -0.47 -0.79 2.11
C 1.40 -2.65 -0.78
C 0.31 -2.22 -1.72
C 0.70 -1.16 -2.70
H 1.03 -3.19 0.10
H 1.98 -1.78 -0.43
H 2.13 -3.39 -1.09
H 0.00 -3.12 -2.27
H -0.58 -1.97 -1.12
H 1.66 -0.67 -2.51
H 0.85 -1.52 -3.72
H -0.09 -0.41 -2.86
```

Computed properties:
SMILES   Cc1ccccc1.CCC
Molar mass   136.24 g/mol
HOMO energy   -8.85 eV
Kohn-Sham gap   9.85 eV
2S+1   1
Lowest unoccupied orbital energy   0.99 eV
Net charge   0
F_max   2.8 eV/Å

=====

No. 6
C44H55ErNOP2Si | ωB97M-V/def2-TZVPD

```
105
C44H55ErNOP2Si (ωB97M-V/def2-TZVPD)
Er -0.28 0.42 0.02
C 4.74 -0.59 -2.09
C 3.21 -0.33 -1.85
C 2.25 -1.11 -2.73
P 2.56 -0.49 -0.08
C 4.12 -0.02 0.76
C 4.16 -0.29 2.27
C 4.47 1.48 0.66
C 2.25 -2.22 0.39
C 3.31 -3.16 0.32
C 3.11 -4.48 0.73
C 4.29 -5.47 0.86
C 1.85 -4.79 1.25
C 0.74 -3.92 1.27
C 0.94 -2.55 0.90
N -0.07 -1.65 0.83
C -1.20 -1.92 1.66
C -1.05 -2.24 3.00
C -2.12 -2.44 3.84
C -3.38 -2.10 3.39
C -4.56 -2.20 4.37
C -3.55 -1.74 2.09
C -2.51 -1.64 1.17
P -2.63 -1.09 -0.52
C -4.43 -0.64 -0.82
C -5.43 -1.83 -0.53
C -4.85 0.72 -0.22
C -2.38 -2.63 -1.55
C -1.08 -2.44 -2.29
C -2.38 -3.91 -0.66
H 5.01 -0.60 -3.14
H 5.08 -1.46 -1.58
H 5.28 0.24 -1.61
H 2.98 0.76 -2.07
H 2.36 -2.18 -2.54
H 2.27 -0.89 -3.75
H 1.19 -0.92 -2.41
H 4.86 -0.56 0.26
H 3.39 0.30 2.80
H 5.17 0.11 2.61
H 4.02 -1.28 2.57
H 4.00 2.08 1.33
H 4.30 1.95 -0.31
H 5.55 1.51 0.93
H 4.33 -2.84 -0.05
H 5.02 -5.36 0.03
H 3.82 -6.44 0.92
H 4.93 -5.23 1.80
H 1.65 -5.79 1.69
H -0.22 -4.35 1.62
H -0.07 -2.51 3.35
H -1.95 -2.73 4.87
H -5.50 -2.37 3.76
H -4.72 -1.34 4.99
H -4.29 -3.02 5.06
H -4.54 -1.41 1.73
H -4.46 -0.49 -1.91
H -5.85 -1.80 0.51
H -5.03 -2.81 -0.71
H -6.32 -1.65 -1.14
H -5.06 0.74 0.90
H -5.70 1.22 -0.59
H -4.08 1.49 -0.42
H -3.19 -2.71 -2.28
H -0.19 -2.56 -1.61
H -1.01 -1.37 -2.65
H -0.92 -3.11 -3.12
H -1.39 -3.75 -0.17
H -2.38 -4.81 -1.26
H -3.07 -4.03 0.11
O -0.06 1.76 -1.61
Si -0.01 3.30 -1.22
C -1.52 3.98 -1.90
C -1.94 5.27 -1.70
C -3.21 5.65 -2.07
C -4.08 4.71 -2.63
C -3.62 3.38 -2.87
C -2.33 3.02 -2.55
C -0.36 2.95 0.69
C -1.72 2.58 1.01
C -1.99 1.74 2.06
C -0.95 1.27 2.87
C 0.40 1.62 2.56
C 0.67 2.49 1.48
C 1.65 4.03 -1.43
C 2.45 3.69 -2.57
C 3.79 4.05 -2.65
C 4.34 4.85 -1.68
C 3.53 5.24 -0.64
C 2.21 4.83 -0.44
H -1.28 5.97 -1.18
H -3.50 6.67 -2.03
H -5.00 5.07 -3.08
H -4.36 2.83 -3.44
H -2.01 2.01 -2.86
H -2.56 3.04 0.48
H -3.02 1.44 2.31
H -1.08 0.67 3.78
H 1.20 1.29 3.15
H 1.66 2.89 1.23
H 2.03 3.13 -3.36
H 4.33 3.67 -3.53
H 5.37 5.17 -1.75
H 3.95 5.89 0.18
H 1.65 5.10 0.43
```

Computed properties:
Molar mass   871.22 g/mol
HOMO energy (spin up / spin down)   -9.55 / -9.57 eV
Kohn-Sham gap (spin up / spin down)   6.89 / 6.91 eV
2S+1   4
Lowest unoccupied orbital energy (spin up / spin down)   -2.66 / -2.66 eV
Net charge   +1
F_max   3.2 eV/Å

=====

No. 7
C51H42IrN12O2 | ωB97M-V/def2-TZVPD

```
108
C51H42IrN12O2 (ωB97M-V/def2-TZVPD)
Ir -0.22 0.69 0.14
C 5.62 0.38 3.13
C 5.96 1.43 2.27
C 5.03 1.96 1.39
C 3.75 1.42 1.40
C 2.56 1.71 0.61
N 1.57 0.85 1.03
C 2.03 0.03 1.99
N 1.36 -0.92 2.63
C 0.14 -1.32 2.32
C -0.61 -2.32 3.08
C -0.31 -3.03 4.23
C -1.28 -3.91 4.71
C -2.50 -4.07 4.05
C -2.80 -3.36 2.90
C -1.83 -2.48 2.42
C -1.82 -1.57 1.27
N -2.82 -1.42 0.44
C -2.87 -0.51 -0.53
N -1.98 0.48 -0.77
C -2.45 1.31 -1.76
N -1.87 2.38 -2.23
C -0.66 2.83 -1.89
N 0.19 2.29 -0.98
C 1.37 2.95 -0.97
N 2.46 2.67 -0.27
C 1.28 4.03 -1.95
C 2.19 5.00 -2.35
C 1.79 5.89 -3.33
C 0.50 5.83 -3.89
C -0.40 4.86 -3.49
C 0.00 3.96 -2.51
C -3.75 0.81 -2.18
C -4.66 1.27 -3.13
C -5.82 0.53 -3.31
C -6.07 -0.63 -2.57
C -5.17 -1.08 -1.62
C -4.00 -0.34 -1.43
N -0.61 -0.94 1.25
C 3.42 0.37 2.26
C 4.35 -0.16 3.14
H 6.38 -0.01 3.81
H 6.96 1.83 2.30
H 5.28 2.78 0.72
H 0.64 -2.90 4.73
H -1.08 -4.48 5.60
H -3.23 -4.76 4.45
H -3.74 -3.47 2.38
H 3.18 5.05 -1.91
H 2.47 6.67 -3.66
H 0.22 6.54 -4.65
H -1.39 4.80 -3.92
H -4.46 2.17 -3.70
H -6.54 0.85 -4.05
H -6.98 -1.18 -2.74
H -5.36 -1.97 -1.03
H 4.08 -0.98 3.81
C 2.61 -2.99 -4.68
O 2.11 -1.69 -4.37
C 0.78 -1.48 -4.45
C -0.14 -2.49 -4.71
C -1.48 -2.19 -4.88
C -1.93 -0.88 -4.80
C -1.03 0.12 -4.51
C 0.31 -0.17 -4.29
N 1.19 0.93 -4.03
C 2.27 1.01 -3.29
C 2.74 0.13 -2.29
C 4.14 0.02 -2.14
C 4.69 -0.92 -1.32
C 3.84 -1.77 -0.59
C 2.47 -1.63 -0.65
C 1.87 -0.65 -1.47
O 0.59 -0.42 -1.45
H 3.69 -2.90 -4.68
H 2.26 -3.31 -5.67
H 2.30 -3.71 -3.93
H 0.20 -3.51 -4.81
H -2.18 -2.99 -5.09
H -2.97 -0.64 -4.96
H -1.35 1.15 -4.44
H 0.97 1.76 -4.57
H 2.89 1.88 -3.52
H 4.78 0.67 -2.73
H 5.76 -1.01 -1.22
H 4.26 -2.52 0.06
H 1.81 -2.25 -0.06
C 0.75 3.65 2.37
N -0.57 3.95 1.82
C -0.71 5.28 1.25
C -1.55 3.03 1.75
N -1.27 1.74 1.64
N -2.83 3.48 1.80
C -3.21 4.49 2.79
C -3.93 2.63 1.40
H 0.98 4.39 3.14
H 1.51 3.70 1.60
H 0.74 2.66 2.82
H 0.19 5.49 0.66
H -0.80 6.05 2.01
H -1.57 5.31 0.59
H -2.10 1.20 1.83
H -2.33 4.96 3.22
H -3.78 4.01 3.60
H -3.84 5.26 2.33
H -3.69 2.11 0.47
H -4.80 3.26 1.22
H -4.20 1.90 2.17
```

Computed properties:
Molar mass   1047.20 g/mol
HOMO energy   -8.69 eV
Kohn-Sham gap   5.11 eV
2S+1   1
Lowest unoccupied orbital energy   -3.58 eV
Net charge   +1
F_max   0.5 eV/Å

=====

- Which of these has the highest F_max?
  C9H22ClO2